{"formula": "C37H35AlClN2S2Si2", "method": "ωB97M-V/def2-TZVPD", "molar_mass_g_mol": 690.4, "homo_ev": -9.7, "total_charge": 1, "lumo_ev": -3.360, "gap_ev": 6.3818, "max_force_ev_per_a": 3.388, "species": ["C", "C", "C", "H", "C", "C", "H", "H", "H", "H", "Al", "Si", "C", "C", "H", "C", "H", "C", "H", "C", "H", "C", "H", "C", "C", "H", "C", "H", "C", "H", "C", "H", "C", "H", "H", "Si", "C", "C", "H", "C", "H", "C", "H", "C", "H", "C", "H", "C", "C", "H", "C", "H", "C", "H", "C", "H", "C", "H", "H", "Cl", "C", "C", "N", "C", "C", "S", "C", "C", "S", "C", "N", "C", "H", "H", "H", "H", "H", "H", "H", "H"], "positions_angstrom": [[-2.0121, -0.0147, 3.9084], [-2.5685, 0.0952, 2.5882], [-2.3691, -1.1318, 1.9166], [-3.1584, 0.9366, 2.2247], [-1.7302, -2.0430, 2.7845], [-1.4747, -1.3776, 4.0256], [-1.2170, -1.8739, 4.9625], [-2.2349, 0.6508, 4.7438], [-2.7580, -1.3835, 0.9292], [-1.5777, -3.1045, 2.5942], [0.0223, -0.0103, 3.4077], [-0.5815, -0.0704, -3.1959], [-0.3592, 1.5138, -4.1525], [0.7884, 1.6956, -4.9435], [1.4964, 0.8728, -5.0832], [1.0280, 2.9321, -5.5522], [1.9142, 3.0594, -6.1758], [0.1405, 3.9944, -5.3550], [0.3433, 4.9665, -5.8080], [-1.0056, 3.8089, -4.5733], [-1.6937, 4.6390, -4.4016], [-1.2790, 2.5608, -4.0113], [-2.1992, 2.3956, -3.4465], [-0.1653, -1.3939, -4.4667], [-0.7774, -1.3187, -5.7292], [-1.5069, -0.5313, -5.9406], [-0.4455, -2.2416, -6.7285], [-0.9209, -2.1698, -7.7065], [0.4908, -3.2490, -6.4748], [0.7459, -3.9727, -7.2513], [1.0921, -3.3344, -5.2168], [1.8237, -4.1160, -5.0092], [0.7556, -2.4234, -4.2097], [1.2206, -2.5011, -3.2202], [-1.9979, -0.2125, -2.8200], [1.2478, -0.1359, -1.4411], [0.6499, -1.7919, -0.7355], [-0.6575, -2.2739, -0.8801], [-1.4315, -1.6829, -1.3808], [-1.0070, -3.5485, -0.4313], [-2.0334, -3.8953, -0.5685], [-0.0633, -4.3593, 0.1939], [-0.3486, -5.3482, 0.5611], [1.2377, -3.8740, 0.3796], [1.9805, -4.4964, 0.8814], [1.5873, -2.5994, -0.0620], [2.5903, -2.2075, 0.1135], [0.2591, 1.3657, -0.8133], [-1.0812, 1.3381, -0.3880], [-1.5809, 0.3799, -0.2390], [-1.7902, 2.5259, -0.2222], [-2.8328, 2.4855, 0.0959], [-1.1800, 3.7539, -0.4824], [-1.7502, 4.6797, -0.3795], [0.1677, 3.7880, -0.8468], [0.6544, 4.7396, -1.0609], [0.8992, 2.6087, -0.9491], [1.9660, 2.6304, -1.1860], [2.6357, 0.0334, -0.9983], [1.3536, 0.1760, 1.8000], [-0.8238, 3.3407, 3.1509], [-0.0366, 2.8730, 4.3133], [0.3684, 1.6153, 4.4606], [1.1977, 1.4314, 5.5821], [1.3966, 2.5943, 6.2954], [0.5331, 3.9256, 5.5801], [1.6872, 0.1005, 5.7499], [2.5350, -0.4621, 6.6775], [2.7934, -2.1505, 6.3438], [1.7724, -2.0262, 4.9289], [1.2530, -0.8131, 4.7697], [1.5688, -3.1574, 3.9893], [-1.8762, 3.0316, 3.2480], [-0.7721, 4.4367, 3.1151], [-0.4091, 2.9322, 2.2178], [1.9816, 2.6480, 7.2031], [2.9537, 0.0856, 7.5140], [2.3507, -3.9058, 4.1864], [0.5799, -3.6137, 4.1576], [1.6447, -2.8248, 2.9431]], "forces_ev_per_a": [[-0.5494, -0.4010, -0.5306], [0.2446, -0.6928, 0.3757], [-0.3638, 0.0185, 0.3909], [0.4764, -0.1564, 0.0114], [-0.2306, 0.7436, 0.4008], [-0.8109, -0.3402, -0.4299], [-0.0199, 0.2819, -0.3270], [0.2075, -0.2258, -0.2685], [0.3434, 0.1878, 0.3021], [0.3011, 0.4239, -0.0818], [0.1462, -0.2631, 0.2276], [2.2002, -0.2538, -1.5616], [-0.2118, 0.2818, 0.1165], [-0.1663, 0.4970, 0.0688], [-0.2185, 0.2516, 0.0539], [-0.0744, -0.2580, 0.0964], [-0.2499, 0.0255, 0.1592], [-0.1258, -0.1463, 0.2411], [-0.0704, -0.2842, 0.1366], [-0.0030, 0.0604, -0.2037], [0.1740, -0.2174, -0.1576], [0.4529, 0.1298, -0.1045], [0.2774, 0.1570, -0.0452], [-0.1975, -0.4217, 0.1230], [0.3062, -0.4836, -0.1247], [0.2550, -0.2216, 0.0332], [-0.0400, 0.0994, 0.1966], [0.1269, -0.0427, 0.2139], [-0.0544, 0.1480, 0.2109], [-0.0664, 0.2544, 0.2167], [-0.0717, 0.0391, 0.1074], [-0.1940, 0.1608, -0.0967], [-0.1050, 0.1487, -0.4804], [-0.1283, -0.0333, -0.4190], [-0.0266, 0.1396, 0.5426], [-3.3800, -0.2358, 0.0249], [0.4707, 0.0499, 0.6678], [0.1608, -0.3091, -0.1250], [0.3316, -0.2189, 0.1802], [-0.0938, 0.1130, 0.0954], [0.3065, 0.0220, 0.0413], [0.1143, 0.1972, 0.0981], [0.1645, 0.2701, -0.2005], [-0.0607, -0.1097, 0.1213], [-0.1667, 0.1046, -0.1447], [-0.5110, -0.1614, -0.1905], [-0.1451, -0.2186, -0.0761], [0.5668, 0.2171, 0.7569], [0.2476, 0.1385, -0.4386], [0.1168, 0.2628, 0.0104], [0.0164, -0.0304, 0.0477], [0.1946, 0.0683, -0.0969], [0.0580, -0.0023, 0.0844], [0.1828, -0.2686, -0.1094], [0.0288, 0.2082, 0.1431], [-0.1365, -0.1692, 0.1407], [-0.4757, -0.1940, -0.1989], [-0.3027, 0.1542, -0.0727], [0.3691, 0.0856, -0.6567], [-0.1427, -0.0426, 0.2736], [-0.1893, 0.4046, -0.0456], [0.7952, -0.7167, 0.7213], [0.4311, 1.1637, 0.6321], [-0.8487, 2.5267, -0.2305], [-0.3635, -0.9899, -0.5263], [0.2617, -1.4953, -0.4306], [0.9446, -2.4395, 0.3298], [-0.7896, 0.3650, -0.6274], [-0.7505, 1.1873, -0.7933], [0.0890, 1.2039, 0.5066], [1.0431, -0.3305, 0.8217], [0.1206, -0.3636, 0.1275], [0.3072, 0.0863, -0.0935], [-0.1725, -0.3097, -0.1740], [-0.1483, 0.0794, 0.2077], [-0.1171, 0.3513, -0.1030], [0.1072, -0.4277, -0.0702], [-0.3825, 0.0950, -0.2067], [0.3215, 0.1068, -0.1472], [-0.1075, -0.0350, 0.3309]], "lowdin_charge": [-0.19, -0.09, -0.11, 0.11, -0.08, -0.19, 0.12, 0.13, 0.11, 0.11, -0.09, 0.73, -0.34, -0.10, 0.11, -0.08, 0.10, -0.08, 0.10, -0.09, 0.10, -0.11, 0.10, -0.34, -0.10, 0.11, -0.08, 0.10, -0.09, 0.10, -0.08, 0.10, -0.11, 0.07, 0.02, 0.72, -0.39, -0.15, 0.05, -0.09, 0.11, -0.09, 0.11, -0.10, 0.10, -0.16, 0.09, -0.45, -0.16, 0.07, -0.11, 0.11, -0.11, 0.11, -0.08, 0.11, -0.12, 0.10, 0.00, 0.55, -0.04, -0.54, 0.02, -0.26, -0.27, 1.14, -0.27, -0.28, 1.14, -0.54, 0.02, -0.05, 0.10, 0.09, 0.08, 0.09, 0.09, 0.09, 0.10, 0.07]}